The ion C6H16N2P with charge +1 in a non-equilibrium geometry, computed with ωB97M-V/def2-TZVPD.

HOMO (spin up / spin down)	-0.406 / -0.481	Ha
charge	+1
relative energy (zero: lowest compared OMol25 entry of this formula, charge and spin)	0.0	kcal per mole
multiplicity	3
orbital gap (spin up / spin down)	8.22 / 7.99	eV
calculated total energy	-688.661203	Eh

Geometry as XYZ:
```
25
C6H16N2P, DFT ωB97M-V/def2-TZVPD
P 0.279 1.144 -2.264
N 0.710 -0.202 0.876
N -1.190 1.146 1.251
C 1.050 -0.401 -1.716
C -1.659 2.540 1.111
C 0.217 1.083 0.923
C 1.446 -2.339 -0.052
C 0.556 -1.060 -0.294
C -0.936 -1.321 -0.509
H 0.868 -3.204 -0.445
H 1.649 -0.283 1.375
H 1.553 -2.709 0.993
H -1.175 -2.041 -1.264
H -1.258 -0.334 -0.768
H 2.466 -2.168 -0.452
H -1.368 -1.773 0.460
H 2.167 -0.365 -1.814
H -1.159 3.148 1.867
H -2.655 2.570 1.578
H 0.691 -1.052 -2.524
H -1.552 0.522 0.623
H 0.748 1.718 1.648
H -1.532 2.974 0.220
H -1.292 0.703 2.145
H 1.375 1.701 -2.968
```